The following is a DFT calculation (ωB97M-V with the def2-TZVPD basis set) of a molecular structure, C25H23AuN4O4S4.

XYZ file:
```
61
Properties=species:S:1:pos:R:3
Au 1.207 -1.093 0.470
C 4.922 0.907 3.472
S 3.852 -0.318 4.244
C 2.796 -0.798 2.950
S 3.046 -0.103 1.352
N 1.912 -1.678 3.285
N 1.073 -2.001 2.267
C 0.099 -2.811 2.435
C -0.707 -3.142 1.261
C -1.786 -4.002 1.323
C -2.466 -4.304 0.149
C -2.044 -3.744 -1.040
C -0.959 -2.877 -1.028
N -0.316 -2.588 0.092
H 5.564 1.259 4.278
H 4.348 1.748 3.090
H 5.538 0.471 2.689
H -0.092 -3.225 3.418
H -2.083 -4.425 2.272
H -3.313 -4.976 0.169
H -2.533 -3.968 -1.977
H -0.590 -2.414 -1.931
C -4.103 5.598 1.857
C -3.244 4.362 1.827
C -1.917 4.427 1.421
C -1.100 3.302 1.419
C 0.328 3.387 0.950
C -1.632 2.082 1.832
C -2.962 1.988 2.235
C -3.524 0.661 2.668
C -3.750 3.132 2.230
C -0.752 0.851 1.821
O 0.014 0.647 2.772
O -0.854 0.117 0.782
H -3.837 6.284 1.052
H -3.983 6.138 2.800
H -5.159 5.348 1.754
H -1.505 5.379 1.098
H 0.664 4.423 0.902
H 0.434 2.953 -0.048
H 0.990 2.834 1.619
H -3.452 -0.068 1.858
H -4.570 0.753 2.961
H -2.963 0.262 3.516
H -4.786 3.062 2.547
O 3.292 -4.270 -3.540
S 2.065 -3.541 -3.616
O 0.833 -4.248 -3.826
N 1.873 -2.581 -2.269
C 1.825 -1.339 -2.605
S 1.463 -0.036 -1.545
C 2.026 -1.027 -4.051
C 2.063 0.199 -4.694
C 2.279 0.206 -6.067
C 2.453 -0.981 -6.772
C 2.413 -2.211 -6.125
C 2.196 -2.198 -4.764
H 1.931 1.122 -4.145
H 2.315 1.149 -6.596
H 2.623 -0.946 -7.840
H 2.548 -3.138 -6.664
```

Values from the calculation:
Electronic energy in eV: -87481.1033
Energy above the lowest of the compared OMol25 structures with the same formula, charge and spin in eV: 0.0000

Mulliken population analysis, charges in e, atoms 1 to 6: 0.870, -0.897, 0.013, 0.719, -0.498, -1.384

The following is a DFT calculation (ωB97M-V with the def2-TZVPD basis set) of a molecular structure, C25H23Cl5N3SV in a non-equilibrium geometry.

XYZ file:
```
58
Properties=species:S:1:pos:R:3
V 0.468 0.912 0.142
C -0.177 -2.001 3.724
C -1.001 -0.755 3.407
C -2.153 -1.130 2.468
C -0.177 0.392 2.845
C 1.213 0.321 2.631
C 1.959 1.462 2.304
C 1.346 2.716 2.226
C 2.148 3.983 2.141
C -0.043 2.767 2.325
C -0.788 1.626 2.622
H -0.820 -2.762 4.163
H 0.621 -1.783 4.436
H 0.262 -2.414 2.816
H -1.434 -0.382 4.341
H -1.751 -1.537 1.540
H -2.792 -0.278 2.231
H -2.776 -1.894 2.934
H 1.740 -0.610 2.789
H 3.037 1.389 2.236
H 2.155 4.462 3.122
H 1.708 4.690 1.438
H 3.181 3.789 1.857
H -0.539 3.730 2.277
H -1.852 1.728 2.798
C 2.226 -4.146 -1.432
N 1.235 -3.192 -1.837
C 0.368 -2.754 -3.049
C -0.918 -1.182 -3.869
N -1.161 -0.980 -1.632
C 0.713 -2.004 -1.323
S 0.832 -1.607 0.279
C -2.087 -0.418 -0.887
C -3.444 -0.718 -0.898
C -4.327 0.257 -0.476
C -3.834 1.511 -0.136
C -2.473 1.735 -0.118
N -1.558 0.802 -0.422
H 2.288 -4.909 -2.203
H 1.935 -4.605 -0.486
H 3.198 -3.663 -1.313
H 0.178 -3.389 -3.895
H -1.949 -1.031 -4.131
H -3.763 -1.693 -1.238
H -5.390 0.060 -0.456
H -4.513 2.314 0.115
H -2.071 2.706 0.150
Cl 2.412 2.738 -0.798
C 2.229 1.590 -2.112
C 1.287 0.650 -1.858
C 0.907 -0.328 -2.777
Cl -0.137 -1.443 -2.528
C 1.477 -0.024 -3.979
Cl 0.097 -0.874 -5.317
C 2.491 0.815 -4.341
Cl 3.076 0.880 -5.943
C 2.942 1.679 -3.316
Cl 4.195 2.802 -3.586
```

Values from the calculation:
Net charge: +1
Spin multiplicity: 4
Electronic energy in eV: -129875.7960
Energy above the lowest of the compared OMol25 structures with the same formula, charge and spin in eV: 23.4489
⟨S²⟩: 3.77

Mulliken population analysis, charges in e, atoms 1 to 6: -0.404, -1.568, 0.348, -1.156, 0.957, -0.697

The following is a DFT calculation (ωB97M-V with the def2-TZVPD basis set) of a molecular structure, C25H23F3N5ORhS.

XYZ file:
```
59
Properties=species:S:1:pos:R:3
Rh 2.020 0.073 -0.833
N 5.922 -0.777 -2.126
C 4.649 -0.686 -1.706
O 4.143 0.421 -1.485
C 3.861 -1.955 -1.538
C 2.811 -1.758 -0.442
H 6.446 0.069 -2.275
H 6.348 -1.664 -2.320
H 4.533 -2.795 -1.332
H 3.392 -2.166 -2.506
H 3.304 -1.753 0.534
H 2.090 -2.575 -0.441
C -2.796 3.898 0.104
C -1.632 3.872 -0.810
N -1.457 4.633 -1.839
N -0.264 4.217 -2.363
C 0.311 3.212 -1.688
S 1.732 2.421 -2.085
N -0.573 2.996 -0.665
N -0.340 2.115 0.359
H -3.459 4.705 -0.195
H -2.481 4.057 1.136
H -3.337 2.952 0.060
H 0.107 4.645 -3.193
H -0.327 2.554 1.267
H -0.861 1.250 0.291
C 0.408 -1.440 4.487
C 0.207 -1.980 3.198
C 0.758 -1.379 2.103
C 1.545 -0.201 2.217
C 2.119 0.473 1.099
C 2.919 1.568 1.322
C 3.157 2.065 2.620
C 2.585 1.461 3.702
C 1.770 0.319 3.525
C 1.174 -0.324 4.641
H -0.041 -1.918 5.349
H -0.386 -2.877 3.077
H 0.596 -1.798 1.122
H 3.366 2.086 0.480
H 3.796 2.930 2.748
H 2.754 1.834 4.705
H 1.346 0.094 5.626
F -7.087 -2.552 -1.120
C -6.199 -2.893 -2.070
F -6.224 -4.238 -2.167
F -6.683 -2.425 -3.241
C -4.823 -2.378 -1.786
C -3.773 -2.780 -2.604
C -2.493 -2.321 -2.366
C -2.231 -1.448 -1.302
C -3.300 -1.055 -0.490
C -4.584 -1.517 -0.727
C -0.904 -0.981 -1.047
C 0.231 -0.590 -0.842
H -3.963 -3.456 -3.429
H -1.674 -2.633 -2.999
H -3.111 -0.395 0.347
H -5.399 -1.210 -0.086
```

Values from the calculation:
Electronic energy in eV: -57791.1117
Energy above the lowest of the compared OMol25 structures with the same formula, charge and spin in eV: 0.7066

Mulliken population analysis, charges in e, atoms 1 to 6: -0.268, -0.402, 0.720, -0.491, -0.839, -0.807

The following is a DFT calculation (ωB97M-V with the def2-TZVPD basis set) of C25H23FN4O4S2 in the gas phase in a non-equilibrium geometry.

XYZ file:
```
59
Properties=species:S:1:pos:R:3
C -1.064 0.459 4.484
C -1.625 0.296 3.110
C -2.975 0.022 2.902
C -3.495 -0.138 1.629
C -2.660 -0.003 0.537
S -3.255 -0.238 -1.135
O -2.221 0.186 -2.041
O -4.555 0.345 -1.265
N -3.438 -1.916 -1.159
C -2.155 -2.582 -1.136
C -4.313 -2.360 -2.224
C -1.326 0.290 0.706
C -0.809 0.423 1.988
N 0.589 0.701 2.080
C 1.467 -0.224 1.596
S 0.844 -1.869 1.490
C 2.092 -2.638 0.401
C 1.610 -2.428 -1.031
O 1.119 -3.322 -1.680
N 1.741 -1.136 -1.423
C 1.099 -0.487 -2.488
C 0.478 -1.180 -3.522
C -0.190 -0.484 -4.511
C -0.227 0.896 -4.461
F -0.869 1.572 -5.434
C 0.399 1.604 -3.452
C 1.063 0.905 -2.465
N 2.685 0.013 1.265
C 3.181 1.276 1.468
C 4.495 1.562 1.087
C 5.016 2.814 1.324
C 4.248 3.802 1.938
C 2.948 3.538 2.307
C 2.400 2.276 2.075
C 1.001 2.010 2.394
O 0.214 2.807 2.850
H -1.790 0.169 5.237
H -0.164 -0.143 4.606
H -0.792 1.503 4.640
H -3.623 -0.074 3.760
H -4.538 -0.356 1.467
H -1.548 -2.326 -2.010
H -1.625 -2.282 -0.235
H -2.311 -3.659 -1.110
H -3.822 -2.318 -3.203
H -5.178 -1.702 -2.230
H -4.630 -3.383 -2.021
H -0.709 0.413 -0.172
H 3.049 -2.166 0.617
H 2.103 -3.698 0.642
H 2.220 -0.518 -0.777
H 0.516 -2.256 -3.542
H -0.686 -1.004 -5.316
H 0.351 2.681 -3.439
H 1.551 1.442 -1.662
H 5.080 0.787 0.618
H 6.033 3.033 1.032
H 4.674 4.777 2.119
H 2.327 4.287 2.774
```

Values from the calculation:
Electronic energy in eV: -64838.0806
SMILES string: Cc1ccc(S(=O)(=O)N(C)C)cc1-n1c(SCC(=O)Nc2ccc(F)cc2)nc2ccccc2c1=O

Mulliken population analysis, charges in e, atoms 1 to 6: -1.588, 0.714, -1.128, -0.757, -0.454, 1.256

The following is a DFT calculation (ωB97M-V with the def2-TZVPD basis set) of a molecular structure, C25H23IMnN7O3S.

XYZ file:
```
61
Properties=species:S:1:pos:R:3
Mn -0.478 -0.741 0.476
O -2.397 -0.651 0.360
C -3.103 -0.291 -0.666
C -4.517 -0.253 -0.538
C -5.331 0.148 -1.568
C -4.797 0.530 -2.805
C -3.430 0.475 -2.966
C -2.568 0.067 -1.938
C -1.151 0.011 -2.254
N -0.250 -0.331 -1.409
N 1.075 -0.365 -1.878
C 1.863 -0.699 -0.900
O 1.502 -0.978 0.310
C 3.328 -0.792 -1.209
C 3.788 -0.775 -2.523
C 5.144 -0.876 -2.790
C 6.056 -0.990 -1.745
C 5.602 -0.997 -0.435
C 4.242 -0.900 -0.168
H -4.930 -0.546 0.419
H -6.406 0.171 -1.418
H -5.438 0.859 -3.612
H -2.990 0.755 -3.917
H -0.830 0.263 -3.264
H 3.065 -0.681 -3.321
H 5.494 -0.862 -3.815
H 7.116 -1.066 -1.955
H 6.307 -1.067 0.384
H 3.874 -0.882 0.849
N 1.497 -3.563 1.047
C 0.267 -3.893 0.579
N 0.013 -5.242 0.432
O -0.593 -3.068 0.295
H 2.226 -4.253 1.004
H 1.752 -2.584 0.879
H 0.546 -5.895 0.979
H -0.960 -5.460 0.302
C -2.430 5.504 -0.635
C -1.109 4.804 -0.478
C 0.041 5.264 -1.108
C 1.168 4.478 -0.942
N 1.193 3.375 -0.216
C 0.044 3.020 0.406
S 0.051 1.627 1.438
N -1.110 3.708 0.264
H -2.306 6.524 -1.000
H -2.959 5.513 0.317
H -3.052 4.957 -1.347
H 0.052 6.171 -1.698
H 2.103 4.749 -1.428
I 2.152 -0.622 5.772
C 0.460 -1.037 4.641
C -0.710 -1.471 5.240
C -1.807 -1.726 4.432
C -1.690 -1.544 3.064
N -0.554 -1.129 2.499
C 0.507 -0.868 3.265
H -0.765 -1.604 6.312
H -2.747 -2.055 4.853
H -2.511 -1.710 2.378
H 1.388 -0.504 2.751
```

Values from the calculation:
Net charge: -1
Spin multiplicity: 2
Electronic energy in eV: -93131.7533
Energy above the lowest of the compared OMol25 structures with the same formula, charge and spin in eV: 0.1383
⟨S²⟩: 1.11

Mulliken population analysis, charges in e, atoms 1 to 6: 0.188, -0.380, 0.424, -0.912, -0.375, -0.796

The following is a DFT calculation (ωB97M-V with the def2-TZVPD basis set) of a molecular structure, C25H23KN8O2S5 in a non-equilibrium geometry.

XYZ file:
```
64
Properties=species:S:1:pos:R:3
K 0.053 -0.070 -0.408
N 6.413 3.433 -5.605
C 5.505 2.575 -4.950
C 4.712 1.695 -5.683
C 3.838 0.835 -5.037
C 3.764 0.832 -3.654
C 4.554 1.703 -2.914
C 5.421 2.570 -3.559
S 2.609 -0.209 -2.800
O 3.350 -0.790 -1.699
O 2.086 -1.132 -3.785
N 1.525 0.760 -2.144
C 0.701 1.528 -2.935
N -0.225 2.261 -2.264
C -1.064 2.974 -2.997
C -1.019 3.030 -4.382
C -0.007 2.293 -4.969
N 0.850 1.549 -4.283
H 6.134 3.669 -6.544
H 6.633 4.262 -5.077
H 4.770 1.703 -6.767
H 3.191 0.166 -5.590
H 4.476 1.697 -1.832
H 6.034 3.257 -2.984
H -1.807 3.538 -2.439
H -1.721 3.615 -4.959
H 0.126 2.295 -6.049
C -1.337 -2.924 3.441
C -2.396 -3.644 2.914
C -2.555 -3.712 1.542
C -1.651 -3.049 0.724
N -0.629 -2.355 1.224
C -0.498 -2.283 2.548
C -1.735 -3.122 -0.779
C -2.661 -3.926 -1.442
C -2.675 -3.944 -2.824
C -1.749 -3.184 -3.529
C -0.831 -2.462 -2.787
N -0.818 -2.431 -1.452
H -1.197 -2.808 4.507
H -3.109 -4.133 3.565
H -3.405 -4.226 1.120
H 0.319 -1.665 2.911
H -3.387 -4.501 -0.884
H -3.409 -4.544 -3.348
H -1.729 -3.159 -4.611
H -0.048 -1.891 -3.280
S -1.996 2.460 2.833
S -2.352 0.429 2.930
S -3.979 -0.127 1.773
S -3.426 -0.592 -0.158
N 1.075 1.974 3.463
C 2.057 1.079 3.171
C 3.056 0.745 4.110
C 4.086 -0.080 3.721
C 4.128 -0.574 2.418
C 3.091 -0.218 1.572
N 2.075 0.577 1.931
H 0.901 2.194 4.426
H 0.268 2.112 2.843
H 3.009 1.154 5.113
H 4.866 -0.339 4.430
H 4.924 -1.220 2.071
H 3.069 -0.593 0.552
```

Values from the calculation:
Net charge: -2
Electronic energy in eV: -112819.6184
Energy above the lowest of the compared OMol25 structures with the same formula, charge and spin in eV: 0.5273

Mulliken population analysis, charges in e, atoms 1 to 6: 0.947, -0.632, 1.123, -0.688, -0.264, -0.544

The following is a DFT calculation (ωB97M-V with the def2-TZVPD basis set) of C25H23N3O3S in the gas phase in a non-equilibrium geometry.

XYZ file:
```
55
Properties=species:S:1:pos:R:3
C 4.089 1.915 3.919
C 3.302 0.997 3.034
C 3.939 0.193 2.095
C 3.217 -0.669 1.294
C 1.831 -0.746 1.403
C 1.088 -1.720 0.520
C 1.436 -1.607 -0.975
O 1.323 -2.550 -1.728
N 1.839 -0.385 -1.370
C 2.136 -0.077 -2.755
C 1.113 0.834 -3.349
C 0.194 0.646 -4.338
C -0.497 1.875 -4.474
C 0.047 2.712 -3.552
O 1.022 2.094 -2.868
N -0.369 -1.639 0.626
C -0.984 -2.442 1.538
O -0.355 -3.167 2.277
C -2.510 -2.372 1.597
C -3.089 -1.000 1.565
C -4.069 -0.518 0.754
C -4.391 0.834 1.008
C -3.658 1.363 2.016
S -2.563 0.217 2.685
C -1.055 -0.873 -0.346
C -1.757 -1.494 -1.375
C -2.428 -0.705 -2.291
C -2.366 0.673 -2.146
N -1.656 1.270 -1.205
C -1.007 0.520 -0.336
C 1.195 0.040 2.352
C 1.923 0.902 3.153
H 3.495 2.779 4.208
H 4.383 1.389 4.828
H 4.993 2.255 3.420
H 5.014 0.240 1.995
H 3.729 -1.295 0.577
H 1.351 -2.740 0.839
H 1.859 0.377 -0.709
H 2.141 -1.024 -3.299
H 3.127 0.388 -2.807
H 0.035 -0.252 -4.898
H -1.284 2.098 -5.164
H -0.167 3.728 -3.289
H -2.790 -2.879 2.526
H -2.918 -2.952 0.765
H -4.545 -1.108 -0.009
H -5.134 1.383 0.458
H -3.685 2.356 2.417
H -1.762 -2.571 -1.450
H -2.985 -1.149 -3.101
H -2.894 1.334 -2.819
H -0.438 1.053 0.414
H 0.126 -0.029 2.487
H 1.407 1.504 3.886
```

Values from the calculation:
Electronic energy in eV: -47746.6911
Energy above the lowest of the compared OMol25 structures with the same formula, charge and spin in eV: 0.0180
SMILES string: Cc1ccc([C@H](C(=O)NCc2ccco2)N(C(=O)Cc2cccs2)c2cccnc2)cc1

Mulliken population analysis, charges in e, atoms 1 to 6: -1.498, 1.166, -0.998, -0.099, -0.541, 0.155

The following is a DFT calculation (ωB97M-V with the def2-TZVPD basis set) of a molecular structure, C25H24BeF5N2OS3.

XYZ file:
```
61
Properties=species:S:1:pos:R:3
Be -0.349 0.551 -0.375
F 6.144 -1.148 0.381
C 4.809 -1.172 0.524
C 3.989 -1.382 -0.566
F 4.534 -1.567 -1.780
C 2.614 -1.397 -0.406
F 1.879 -1.604 -1.508
C 1.990 -1.189 0.824
S 0.259 -1.076 1.015
C 2.859 -1.011 1.905
F 2.370 -0.817 3.136
C 4.234 -0.994 1.769
F 5.023 -0.797 2.837
N 1.225 1.011 -2.995
C 1.810 1.384 -1.856
N 1.210 1.390 -0.690
C 2.047 1.882 0.306
C 1.699 2.032 1.644
C 2.664 2.472 2.533
C 3.960 2.767 2.109
C 4.310 2.639 0.774
C 3.340 2.202 -0.113
S 3.474 1.939 -1.834
H 0.294 0.565 -2.871
H 1.805 0.789 -3.783
H 0.700 1.766 1.961
H 2.411 2.570 3.581
H 4.701 3.093 2.827
H 5.314 2.864 0.438
C -3.243 -0.989 -0.634
S -2.513 0.308 -1.636
C -2.697 -0.864 -3.208
O -0.906 0.058 -1.822
H -4.009 -1.504 -1.211
H -3.663 -0.567 0.272
H -2.437 -1.684 -0.387
H -3.769 -0.955 -3.417
H -2.244 -1.853 -3.091
H -2.215 -0.339 -4.036
C -2.299 3.159 1.644
C -2.703 1.754 1.155
C -2.450 0.797 2.325
C -1.832 1.387 -0.055
C -4.197 1.837 0.802
C -5.207 1.264 1.571
C -6.548 1.384 1.215
C -6.910 2.088 0.080
C -5.915 2.665 -0.702
C -4.583 2.536 -0.346
H -1.236 3.171 1.895
H -2.875 3.450 2.530
H -2.470 3.904 0.866
H -1.388 0.814 2.571
H -2.686 -0.240 2.077
H -3.013 1.079 3.220
H -1.687 2.315 -0.641
H -4.951 0.695 2.455
H -7.308 0.919 1.832
H -7.952 2.180 -0.201
H -6.179 3.206 -1.603
H -3.814 2.964 -0.976
```

Values from the calculation:
Net charge: -1
Electronic energy in eV: -77839.1509

Mulliken population analysis, charges in e, atoms 1 to 6: -1.719, -0.370, 0.897, 0.121, -0.394, 0.390

Q: What is the electronic energy in the fourth record?
A: -64838.0806 eV